129
Properties=species:S:1:pos:R:3:forces:R:3:lowdin_charge:R:1 method="wB97M-V/def2-TZVPD" s2=0.752 total_charge=-1 multiplicity=2 gap_ev="2.486 / 9.582" largest_force_ev_per_a=6.18 total_energy_ev=-178581.5836
N 1.335 10.810 -13.656 -1.29 -0.56 -1.30 0.32
H 0.584 11.208 -14.202 -0.28 0.35 -0.33 0.13
H 1.918 10.280 -14.288 1.00 0.34 -0.12 0.10
H 0.886 10.154 -13.034 -0.17 -0.29 1.04 0.05
H 1.777 11.570 -13.159 1.35 0.88 1.02 0.07
As 3.068 12.808 -10.364 0.65 -1.78 1.39 0.88
F 3.507 12.697 -8.567 0.36 0.39 0.74 -0.38
F 3.053 14.554 -10.446 -0.11 3.06 -0.02 -0.33
F 2.622 12.706 -12.109 -1.03 -0.03 -2.42 -0.36
F 3.111 11.020 -10.400 -0.13 -2.11 -0.12 -0.36
F 1.355 12.697 -9.867 -1.80 0.15 0.30 -0.34
F 4.778 12.751 -10.897 1.78 0.28 -0.36 -0.35
C 3.582 7.768 -12.215 -0.37 2.12 -0.10 -0.07
C 2.588 6.855 -11.630 -1.23 0.11 -1.12 -0.37
O 2.899 6.761 -10.300 -1.31 -0.13 0.42 0.18
C 4.114 7.268 -10.112 2.63 -0.19 4.47 -0.53
O 4.701 7.200 -9.025 -1.56 0.32 -3.39 0.13
O 4.574 7.808 -11.222 1.64 0.21 -0.34 0.11
F 2.732 5.646 -12.187 0.03 -2.16 -0.69 0.08
H 3.124 8.757 -12.225 0.11 0.35 -0.16 0.12
H 3.933 7.558 -13.225 0.24 -0.44 0.36 0.15
H 1.571 7.174 -11.856 -0.13 0.00 0.66 0.15
C -2.885 12.632 -12.790 0.06 -0.82 -1.57 -0.07
C -2.131 12.576 -11.485 -1.42 0.30 -0.50 -0.36
O -2.470 13.837 -11.003 -0.42 1.31 0.95 0.11
C -3.590 14.388 -11.600 -0.61 0.68 1.19 -0.44
O -4.079 15.431 -11.199 0.97 -3.00 -1.81 0.15
O -4.035 13.490 -12.588 1.18 1.00 1.54 0.06
F -0.808 12.467 -11.608 0.65 0.08 -0.48 0.09
H -3.145 11.633 -13.138 -0.63 0.16 0.07 0.13
H -2.288 13.090 -13.579 0.33 0.08 0.11 0.11
H -2.455 11.761 -10.837 -0.13 0.18 0.39 0.17
C 0.482 8.658 -3.649 -0.07 -0.18 -1.20 -0.05
O 1.415 9.544 -4.256 0.08 1.69 -0.27 -0.02
C 1.869 9.291 -5.514 0.98 -3.19 1.35 -0.61
O 1.728 8.195 -6.027 -0.95 0.58 -0.35 0.08
O 2.717 10.183 -5.893 0.48 2.01 1.58 0.03
C 3.487 10.008 -7.082 -0.87 -0.54 -1.08 -0.01
H 0.259 9.001 -2.638 0.58 -0.07 -0.05 0.09
H 0.897 7.655 -3.742 -0.28 -0.11 0.47 0.09
H -0.460 8.706 -4.196 -0.08 -0.19 -0.11 0.09
H 2.912 10.620 -7.776 0.58 -0.55 -0.74 0.07
H 3.534 8.933 -7.259 -0.18 0.16 -0.58 0.08
H 4.511 10.382 -7.082 -0.30 0.38 0.96 0.10
C -1.272 16.114 -17.453 0.19 0.88 -0.47 -0.10
O -0.484 16.403 -16.309 -0.51 -2.02 2.40 -0.05
C -0.543 15.478 -15.195 -0.67 -2.26 -3.54 -0.55
O -1.121 14.383 -15.206 0.06 2.27 -0.21 0.07
O 0.317 15.853 -14.359 1.83 2.27 2.32 0.04
C 0.431 15.354 -13.010 -0.60 -1.12 0.99 0.02
H -0.935 16.883 -18.148 -0.13 0.09 -0.11 0.09
H -2.336 16.286 -17.293 -0.01 -0.35 0.20 0.09
H -1.073 15.175 -17.969 -0.09 -0.35 0.61 0.07
H 0.856 16.017 -12.256 0.12 1.01 -0.97 0.10
H 1.084 14.489 -12.893 -0.14 -0.27 -0.75 0.08
H -0.554 15.122 -12.604 -0.09 -0.21 -0.33 0.08
C 0.230 9.950 -9.002 0.80 1.79 1.14 -0.02
O -0.785 9.314 -9.741 -0.52 -1.17 -0.40 0.02
C -0.664 8.928 -10.988 0.48 0.86 1.04 -0.55
O 0.253 9.294 -11.709 -1.06 -1.36 -0.44 0.07
O -1.748 8.172 -11.195 -0.12 -0.83 -0.15 0.02
C -2.064 7.447 -12.374 -0.19 0.76 -1.39 -0.04
H 1.190 10.209 -9.448 -0.27 -0.43 -0.93 0.07
H 0.452 9.395 -8.091 -0.40 -0.32 -0.13 0.09
H -0.217 10.913 -8.754 0.26 0.05 0.33 0.09
H -1.231 7.419 -13.076 0.02 0.05 0.06 0.09
H -2.922 7.935 -12.837 0.22 0.52 -0.24 0.09
H -2.479 6.445 -12.272 0.69 -0.15 1.19 0.09
C 7.355 14.439 -11.680 0.03 1.23 -1.07 0.00
O 7.262 15.830 -11.204 -0.62 -0.35 1.40 -0.04
C 7.180 16.926 -11.990 2.02 -4.68 -3.49 -0.62
O 7.343 16.831 -13.217 -0.94 0.80 2.18 0.07
O 7.085 18.012 -11.344 -0.06 2.90 1.55 0.04
C 7.268 18.171 -9.912 -0.69 -0.01 0.23 0.00
H 7.352 13.724 -10.858 0.05 0.69 0.29 0.09
H 8.267 14.391 -12.275 -0.02 -0.25 0.03 0.09
H 6.499 14.191 -12.308 0.08 0.22 0.11 0.05
H 6.681 17.443 -9.352 0.14 0.01 -0.21 0.07
H 6.892 19.168 -9.681 -0.12 -0.10 -0.24 0.10
H 8.297 18.157 -9.556 0.17 -0.38 -0.64 0.10
C 0.992 14.536 -7.489 -0.53 -1.98 -0.82 -0.04
O 0.674 15.048 -6.219 3.07 -1.10 0.41 0.02
C -0.419 15.643 -5.995 -1.50 2.91 -0.28 -0.65
O -1.202 16.031 -6.832 -0.60 -0.37 0.64 0.12
O -0.376 15.963 -4.691 0.09 -1.51 1.19 -0.02
C -1.266 16.820 -4.024 -0.53 0.56 -0.91 -0.06
H 1.857 13.881 -7.380 0.13 0.35 0.12 0.08
H 1.158 15.217 -8.324 -0.21 0.45 0.42 0.09
H 0.172 13.855 -7.718 0.02 0.11 -0.66 0.09
H -1.382 16.624 -2.958 0.90 -0.37 -0.02 0.09
H -2.291 16.715 -4.379 0.08 0.39 -0.59 0.09
H -0.799 17.787 -4.214 -0.87 0.51 0.42 0.10
C 4.539 10.506 -17.230 -1.82 -1.51 -1.35 -0.08
O 5.480 10.120 -16.255 0.13 0.21 -0.32 0.02
C 5.132 10.354 -14.985 0.60 2.19 0.15 -0.62
O 4.016 10.514 -14.571 -0.84 -0.93 0.23 0.09
O 6.234 10.616 -14.321 1.30 -0.44 0.11 0.02
C 6.162 10.952 -12.912 -0.83 -0.25 -0.10 0.01
H 3.518 10.246 -16.951 -0.08 0.35 0.71 0.08
H 4.623 9.817 -18.071 0.80 0.07 -0.16 0.09
H 4.498 11.519 -17.630 0.81 0.20 0.77 0.08
H 5.498 10.200 -12.486 -0.05 0.53 0.56 0.09
H 5.801 11.974 -12.795 -0.41 -0.33 0.04 0.06
H 7.140 10.904 -12.433 0.12 -0.33 -0.60 0.10
C 1.984 14.363 -17.881 1.02 1.22 0.46 0.02
O 2.226 14.874 -16.496 -0.42 -1.40 -1.29 -0.02
C 3.182 14.322 -15.718 1.66 -1.68 0.55 -0.51
O 3.840 13.273 -15.927 -2.01 3.14 0.22 0.07
O 3.264 15.131 -14.642 0.38 -0.80 -0.57 -0.01
C 4.361 15.057 -13.672 0.12 0.04 -0.26 0.00
H 0.988 14.630 -18.234 -0.13 -0.12 0.87 0.06
H 2.194 13.318 -18.109 0.08 0.00 0.78 0.08
H 2.636 14.992 -18.488 0.23 -0.26 -0.14 0.09
H 5.001 14.178 -13.748 -0.56 -0.25 -0.37 0.07
H 3.936 15.100 -12.669 -0.17 -0.11 -0.19 0.07
H 5.006 15.918 -13.844 -0.17 0.09 -0.09 0.08
C 3.428 17.881 -8.695 0.01 -1.08 1.32 0.01
C 3.832 16.884 -7.548 -0.82 0.36 -3.20 -0.31
C 4.800 15.753 -7.936 -1.55 0.02 -1.01 -0.08
O 5.564 15.657 -6.760 0.50 -1.63 1.37 0.09
C 5.395 16.728 -5.988 3.70 2.05 0.34 -0.54
O 6.148 17.098 -5.084 -2.22 -1.52 -1.35 0.10
O 4.579 17.568 -6.623 -0.23 1.65 2.16 0.08
H 4.324 18.235 -9.206 -0.20 -0.09 -0.22 0.07
H 2.901 18.724 -8.248 0.12 0.08 0.06 0.08
H 2.706 17.371 -9.333 0.35 0.02 -0.37 0.07
H 2.915 16.509 -7.093 0.02 -0.26 0.12 0.14
H 5.473 15.903 -8.780 0.02 0.61 -0.01 0.12
H 4.236 14.870 -8.237 0.24 -0.43 0.73 0.10



99
Properties=species:S:1:pos:R:3:forces:R:3:lowdin_charge:R:1 method="wB97M-V/def2-TZVPD" s2=6.043 de_lowest_kcal_mol=0.00 total_charge=+4 multiplicity=5 gap_ev="6.535 / 4.793" largest_force_ev_per_a=4.47 total_energy_ev=-142208.2805
N 6.105 -5.849 -1.432 -3.48 2.79 0.29 0.31
C 5.591 -5.530 -0.237 1.10 -0.96 1.09 0.00
C 4.508 -4.654 -0.122 -0.02 -0.06 -1.20 0.05
C 3.896 -4.090 -1.293 1.40 -0.97 -0.25 -0.14
C 4.492 -4.424 -2.530 0.11 -0.42 1.31 0.06
C 5.586 -5.316 -2.535 1.04 -0.69 -1.41 0.00
C 2.769 -3.202 -1.030 -0.96 0.61 0.66 0.00
Pt -0.576 -0.952 -2.384 -0.71 0.01 -0.48 0.81
P -2.864 -0.563 -2.352 -3.56 -0.71 0.59 0.85
C 1.631 -2.701 -1.611 1.95 -1.07 0.35 -0.03
C 0.701 -2.060 -0.690 -1.49 0.30 0.84 -0.32
C -0.722 -2.452 -0.755 1.42 -0.42 1.37 -0.20
C -1.509 -2.334 0.437 -0.02 -0.52 -0.95 -0.14
C -1.121 -1.539 1.512 -0.39 -0.17 -2.27 -0.53
C 0.258 -1.266 1.608 0.75 0.08 -0.67 -0.06
C 1.142 -1.470 0.548 -0.64 -0.58 0.34 -0.02
Br -2.601 -0.541 2.181 0.07 -0.44 -0.34 0.98
H 2.826 -2.998 0.043 -0.28 0.10 -0.40 0.10
H 1.313 -2.893 -2.636 0.23 -0.18 0.12 0.12
H 4.142 -4.439 0.888 0.21 -0.15 -0.43 0.14
H 4.133 -4.007 -3.461 0.19 -0.21 -0.10 0.14
H 6.054 -5.981 0.657 -0.23 0.22 -0.46 0.17
H 6.067 -5.611 -3.478 -0.21 0.17 0.24 0.17
H -1.012 -3.139 -1.569 -0.06 -0.11 0.54 0.13
H 2.221 -1.304 0.701 -0.85 0.20 -0.04 0.13
H -2.439 -2.897 0.484 0.00 0.54 -0.11 0.12
H 0.677 -0.949 2.536 -0.07 0.43 0.02 0.04
P 0.420 1.019 -2.995 1.78 2.71 0.73 0.83
C -3.974 -1.612 -1.248 1.77 -0.44 0.43 -0.35
C -5.498 -1.575 -1.024 -0.45 0.23 -0.03 -0.09
H -3.493 -1.415 -0.284 -0.27 -0.21 -0.13 -0.01
H -3.640 -2.616 -1.581 -0.41 0.15 0.48 0.09
H -5.716 -1.890 0.008 0.31 -0.07 -0.29 0.10
H -5.963 -0.589 -1.106 0.21 -0.29 -0.04 0.06
H -6.039 -2.269 -1.669 0.16 0.15 -0.11 0.10
C -3.843 -0.796 -3.892 1.41 0.43 -1.02 -0.35
C -5.234 -0.182 -3.973 -0.52 0.34 0.37 -0.11
H -3.883 -1.882 -4.071 0.22 0.29 0.20 0.10
H -3.213 -0.353 -4.679 -0.27 -0.37 -0.20 0.08
H -5.835 -0.739 -4.691 0.12 -0.04 -0.10 0.10
H -5.773 -0.229 -3.020 0.12 0.00 -0.61 0.04
H -5.192 0.854 -4.327 -0.03 -0.19 0.22 0.10
C -3.037 1.060 -1.614 0.15 1.03 0.02 -0.41
C -4.446 1.514 -1.217 -0.47 0.16 -0.31 -0.10
H -2.638 1.767 -2.354 -0.05 -0.14 0.29 0.06
H -2.392 1.067 -0.716 0.04 0.06 -0.46 0.07
H -4.544 2.605 -1.268 0.27 -0.20 0.07 0.10
H -5.175 1.126 -1.929 0.06 0.28 0.42 0.04
H -4.719 1.216 -0.203 0.05 -0.14 -0.17 0.08
C -0.044 2.414 -1.880 -0.61 -0.30 0.39 -0.39
C 0.783 3.699 -2.021 0.29 0.09 -0.07 -0.09
H 0.024 2.013 -0.855 -0.12 0.18 -0.20 0.07
H -1.105 2.644 -2.044 0.48 -0.05 -0.02 0.05
H 1.692 3.661 -1.406 -0.25 0.02 -0.31 0.07
H 1.071 3.884 -3.065 -0.08 0.13 0.36 0.08
H 0.193 4.562 -1.675 0.18 -0.32 -0.18 0.10
C 0.475 1.809 -4.649 -0.94 -0.43 -0.08 -0.35
C 0.457 0.733 -5.725 0.01 -0.22 -0.66 -0.14
H 1.383 2.417 -4.724 -0.24 -0.11 0.30 0.10
H -0.387 2.485 -4.732 0.15 -0.16 0.04 0.10
H 1.453 0.599 -6.145 -0.10 -0.13 -0.04 0.09
H 0.120 -0.232 -5.332 0.01 -0.02 -0.16 0.04
H -0.216 1.001 -6.541 0.15 -0.05 0.03 0.09
C 2.218 0.867 -2.638 0.07 -0.49 -0.24 -0.36
C 2.573 1.033 -1.165 0.36 -0.26 0.47 -0.14
H 2.748 1.608 -3.257 -0.22 -0.33 0.14 0.11
H 2.488 -0.138 -3.006 0.22 0.40 0.08 0.07
H 3.367 0.331 -0.898 0.02 0.12 0.00 0.08
H 2.946 2.035 -0.922 -0.17 -0.27 -0.19 0.08
H 1.738 0.820 -0.491 0.08 0.07 -0.05 0.03
C -1.099 -0.191 4.766 -0.50 -0.57 -0.01 -0.17
N 0.278 0.241 4.664 0.50 0.77 -1.07 -0.31
C 1.190 -0.872 4.964 0.20 0.08 0.10 -0.06
P 0.819 1.456 3.609 -2.22 -2.82 -0.66 0.56
O 1.273 1.185 2.223 0.22 0.24 0.81 -0.27
N -0.435 2.539 3.576 0.64 0.74 0.55 -0.22
C -0.428 3.566 2.526 0.20 0.35 -0.52 -0.05
C -1.152 2.979 4.766 -0.49 0.19 0.54 -0.07
N 2.107 1.909 4.554 1.06 2.26 0.93 -0.16
C 1.878 2.254 5.947 0.30 -0.62 0.80 -0.03
C 3.305 2.489 3.975 0.64 -0.41 -0.47 -0.01
H -1.284 -0.645 5.749 0.17 0.26 -0.09 0.12
H -1.305 -0.965 4.009 0.17 0.28 0.92 -0.01
H -1.797 0.635 4.628 0.09 -0.38 -0.08 0.04
H 1.320 -1.552 4.111 0.10 0.07 0.24 0.08
H 2.162 -0.492 5.281 0.02 -0.22 -0.01 0.09
H 0.754 -1.467 5.774 0.20 0.24 -0.05 0.11
H -1.441 3.688 2.115 0.21 -0.13 0.26 0.11
H -0.110 4.545 2.927 -0.15 -0.38 -0.04 0.11
H 0.245 3.280 1.709 -0.21 0.00 0.29 0.07
H -2.170 3.272 4.474 0.24 -0.06 0.02 0.12
H -1.236 2.195 5.522 0.19 0.27 -0.16 0.08
H -0.688 3.868 5.222 -0.01 -0.17 -0.18 0.11
H 2.837 2.189 6.476 -0.18 0.16 -0.08 0.12
H 1.498 3.281 6.066 0.09 -0.06 -0.21 0.13
H 1.176 1.548 6.402 0.13 0.34 -0.17 0.10
H 3.502 2.049 2.990 -0.21 0.18 0.27 0.09
H 3.229 3.584 3.876 -0.12 -0.17 0.16 0.13
H 4.153 2.268 4.640 -0.26 0.16 -0.09 0.12